The following is a DFT calculation (the ωB97M-V functional and the def2-TZVPD basis) of a 7-piece molecular cluster, C49H109F6N6O10S2 overall.

CARTESIAN COORDINATES (ANGSTROEM)
O -7.889 26.193 4.329
C -8.317 25.974 5.584
O -9.190 26.728 5.894
O -7.669 25.158 6.244
H -8.731 26.634 4.197
C -0.664 22.903 8.389
C -1.595 22.418 7.411
C -2.957 22.079 7.977
C -4.075 21.740 6.924
N -5.398 21.340 7.671
C -5.259 20.101 8.587
C -6.204 19.028 8.023
C -7.238 19.703 7.267
C -6.519 20.873 6.681
C -5.984 22.555 8.475
C -7.409 22.359 8.931
C -7.989 23.415 9.906
H -0.416 22.221 9.203
H -1.028 23.831 8.828
H 0.354 23.093 8.047
H -1.292 21.493 6.922
H -1.613 23.085 6.549
H -3.263 22.847 8.687
H -2.859 21.315 8.749
H -3.694 21.001 6.219
H -4.395 22.616 6.360
H -5.741 20.432 9.507
H -4.244 19.726 8.719
H -6.382 18.201 8.710
H -5.712 18.489 7.213
H -8.100 19.872 7.912
H -7.683 19.093 6.481
H -7.039 21.738 6.272
H -5.976 20.556 5.790
H -5.936 23.460 7.869
H -5.348 22.752 9.338
H -7.622 21.357 9.303
H -8.028 22.549 8.055
H -9.066 23.261 9.984
H -7.850 24.442 9.569
H -7.629 23.556 10.925
C -2.064 32.159 6.012
C -2.956 31.400 6.905
C -4.433 31.249 6.423
C -5.108 30.188 7.397
N -6.218 29.220 6.799
C -6.770 28.433 7.982
C -5.870 27.216 8.185
C -5.112 27.010 6.802
C -5.589 28.112 5.899
C -7.262 29.918 5.940
C -8.043 30.954 6.765
C -9.214 31.389 5.947
H -2.117 31.772 4.995
H -1.054 32.097 6.419
H -2.409 33.187 5.895
H -2.814 31.919 7.853
H -2.506 30.424 7.090
H -4.610 30.823 5.435
H -5.000 32.180 6.405
H -5.557 30.868 8.122
H -4.550 29.475 8.004
H -7.774 28.167 7.650
H -6.943 29.008 8.892
H -6.566 26.397 8.368
H -5.190 27.343 9.027
H -5.294 26.061 6.297
H -4.026 26.955 6.885
H -6.235 27.773 5.089
H -4.783 28.556 5.314
H -7.904 29.124 5.558
H -6.719 30.384 5.119
H -7.455 31.770 7.186
H -8.469 30.642 7.718
H -9.147 31.732 4.914
H -9.678 32.174 6.543
H -9.829 30.491 5.877
C -11.875 20.872 3.969
C -11.655 21.954 2.794
N -10.792 23.258 3.110
C -10.534 23.863 1.766
C -11.689 24.170 3.955
C -12.995 24.626 3.454
C -9.452 22.913 3.828
C -8.482 21.959 3.058
O -8.929 20.656 3.264
C -8.015 19.793 2.711
H -12.843 21.075 4.427
H -10.948 20.670 4.506
H -11.996 19.893 3.505
H -12.576 22.356 2.370
H -11.045 21.492 2.019
H -10.182 24.894 1.819
H -11.489 23.747 1.255
H -9.820 23.320 1.146
H -11.060 25.035 4.165
H -11.736 23.584 4.873
H -13.485 24.955 4.370
H -13.597 23.893 2.917
H -12.812 25.453 2.768
H -9.750 22.484 4.785
H -8.876 23.835 3.907
H -7.503 21.922 3.535
H -8.356 22.167 1.995
H -7.015 19.684 3.133
H -7.956 19.928 1.631
H -8.390 18.816 3.015
C -4.427 27.849 -1.171
C -4.826 26.432 -0.698
N -4.265 25.854 0.665
C -2.785 26.288 0.733
C -5.020 26.368 1.928
C -4.508 25.682 3.324
C -4.323 24.271 0.674
C -5.779 23.599 0.644
O -6.598 24.175 -0.378
C -7.456 23.206 -0.938
H -4.803 28.694 -0.595
H -4.811 27.932 -2.188
H -3.357 27.833 -1.379
H -4.655 25.740 -1.523
H -5.883 26.531 -0.450
H -2.217 25.502 1.231
H -2.666 27.250 1.231
H -2.204 26.312 -0.189
H -6.068 26.143 1.729
H -4.733 27.413 1.812
H -4.530 24.593 3.346
H -5.165 25.915 4.162
H -3.497 25.912 3.660
H -3.682 23.935 1.489
H -3.795 24.014 -0.244
H -6.267 23.827 1.592
H -5.770 22.512 0.563
H -7.024 22.212 -1.054
H -7.767 23.377 -1.969
H -8.389 23.200 -0.375
C -10.739 29.472 8.807
C -11.574 28.291 8.279
N -11.487 26.939 9.144
C -10.051 26.722 9.562
C -12.352 27.207 10.427
C -12.208 26.052 11.512
C -11.909 25.786 8.273
C -13.187 26.052 7.525
O -14.211 26.515 8.295
C -15.601 26.476 7.850
H -11.122 29.905 9.731
H -10.900 30.326 8.150
H -9.664 29.405 8.974
H -11.103 28.056 7.324
H -12.607 28.628 8.192
H -9.480 26.772 8.635
H -9.996 25.800 10.140
H -9.670 27.400 10.326
H -13.408 27.157 10.162
H -12.053 28.109 10.963
H -12.881 26.148 12.364
H -11.179 26.077 11.871
H -12.481 25.110 11.036
H -12.030 24.896 8.892
H -11.025 25.567 7.674
H -13.411 25.074 7.102
H -12.931 26.641 6.645
H -15.718 26.817 6.821
H -16.255 27.099 8.460
H -15.816 25.417 7.710
C -11.860 29.572 2.469
F -12.202 29.141 3.655
F -12.896 29.560 1.635
F -11.391 30.862 2.522
S -10.524 28.379 1.621
O -9.643 27.849 2.725
O -11.332 27.405 0.926
N -9.910 29.462 0.463
S -8.494 29.834 0.973
O -8.528 30.796 2.067
O -7.587 28.681 1.102
C -7.862 30.885 -0.607
F -6.627 31.201 -0.371
F -7.834 30.025 -1.678
F -8.588 32.003 -0.865

Atoms 1-6, force components in eV/Å:
O 0.16 -0.81 -1.65
C 4.01 -1.94 0.95
O -4.39 2.44 2.49
O 0.45 -1.50 1.21
H -0.18 1.57 -2.62
C 2.26 0.88 2.25

Computed properties:
- Charge: +3
- E_HOMO: -0.5067 Ha
- Energy: -4407.70623 a.u.
- E_LUMO: -5.745 eV